(1)
{"formula": "C8H16ClLi2O6", "method": "the ωB97M-V functional and the def2-TZVPD basis", "symbols": ["Cl", "O", "O", "O", "O", "O", "O", "C", "C", "C", "C", "C", "C", "C", "C", "Li", "Li", "H", "H", "H", "H", "H", "H", "H", "H", "H", "H", "H", "H", "H", "H", "H", "H"], "xyz": [[-0.607, 2.874, 8.519], [-1.824, 3.078, 9.282], [-0.927, 2.009, 7.447], [-0.233, 4.138, 7.989], [1.061, 3.214, 12.428], [3.181, 4.007, 8.685], [0.370, 2.350, 9.353], [4.519, 3.951, 9.277], [-0.046, 3.587, 13.166], [2.255, 3.151, 9.441], [0.876, 3.447, 11.025], [2.860, 3.163, 10.839], [-0.466, 4.186, 10.944], [-0.785, 4.602, 12.421], [4.297, 3.050, 10.480], [0.387, 4.738, 7.005], [-2.517, 1.923, 8.058], [0.801, 2.551, 10.410], [-0.694, 2.726, 13.332], [1.217, 3.474, 9.364], [2.308, 2.161, 8.988], [4.635, 2.084, 10.104], [5.193, 3.579, 8.504], [-1.266, 3.528, 10.603], [0.328, 3.898, 14.141], [-0.358, 5.530, 12.801], [5.022, 3.318, 11.249], [-1.837, 4.620, 12.706], [2.434, 2.356, 11.436], [1.584, 4.158, 10.598], [2.527, 4.024, 11.419], [4.733, 4.941, 9.681], [-0.574, 4.969, 10.193]], "mulliken_charge": [2.249, -0.953, -0.988, -0.750, -0.487, -0.522, -0.264, -0.508, -0.660, 0.171, 0.011, -0.588, -1.110, -0.577, -0.792, 0.858, 0.826, 0.449, 0.271, -0.375, 0.449, 0.299, 0.324, 0.618, 0.358, 0.302, 0.392, 0.317, 0.433, 0.066, 0.620, 0.283, 0.277], "lumo_ha": -0.1499, "energy_ev": -33744.83362, "charge": 1, "e_homo_ev": -11.0, "e_above_lowest_kcal_mol": 388.2}

(2)
{"formula": "C8H16CuNO5S", "method": "the ωB97M-V functional and the def2-TZVPD basis", "symbols": ["Cu", "S", "O", "O", "O", "O", "O", "N", "C", "C", "C", "C", "C", "C", "C", "C", "H", "H", "H", "H", "H", "H", "H", "H", "H", "H", "H", "H", "H", "H", "H", "H"], "xyz": [[0.891, -0.360, -1.112], [3.692, 0.704, -2.050], [1.361, -1.674, 0.607], [3.853, 1.704, -1.011], [-1.005, -1.208, -0.624], [-0.538, 1.168, -1.836], [0.733, 1.007, 0.602], [2.445, -0.118, -2.038], [-2.156, -0.397, -0.852], [-1.071, -2.021, 0.546], [0.823, 0.380, 1.872], [-0.410, 2.328, -1.009], [-0.266, 2.007, 0.473], [-1.826, 0.572, -1.979], [1.713, -0.847, 1.720], [0.310, -2.623, 0.771], [0.499, 2.819, -1.355], [-3.003, -1.023, -1.147], [0.498, -3.388, 0.017], [0.356, -3.083, 1.761], [-1.784, 0.029, -2.922], [-1.208, 1.657, 0.905], [-0.175, 0.114, 2.233], [-1.392, -1.417, 1.399], [-1.799, -2.823, 0.405], [1.281, 1.056, 2.599], [1.698, -1.425, 2.645], [0.035, 2.917, 0.999], [2.732, -0.521, 1.515], [-1.260, 2.997, -1.157], [-2.600, 1.339, -2.045], [-2.427, 0.128, 0.067]], "mulliken_charge": [-0.033, 0.446, -0.228, -0.446, -0.132, -0.228, 0.015, 0.088, -0.492, -0.492, -0.449, -0.691, -0.449, -0.615, -0.691, -0.614, 0.350, 0.492, 0.341, 0.405, 0.341, 0.265, 0.265, 0.272, 0.493, 0.488, 0.394, 0.488, 0.350, 0.394, 0.404, 0.273], "s2": 0.755, "lumo_ha": [-0.0998, -0.1908], "energy_ev": -75749.32360, "charge": 1, "e_homo_ev": [-13.1, -13.1], "multiplicity": 2}

(3)
{"formula": "C8H16N2O", "method": "the ωB97M-V functional and the def2-TZVPD basis", "symbols": ["O", "N", "N", "C", "C", "C", "C", "C", "C", "C", "C", "H", "H", "H", "H", "H", "H", "H", "H", "H", "H", "H", "H", "H", "H", "H", "H"], "xyz": [[-0.162, 1.198, -2.335], [0.167, 0.476, -1.323], [-0.651, -0.280, 0.717], [-0.482, -0.684, -0.681], [-1.514, 1.827, -0.091], [-0.036, -1.251, 1.630], [2.394, -0.755, -0.473], [1.011, -0.750, -1.158], [-0.389, 1.095, 0.492], [-1.357, -1.668, -1.305], [0.343, 2.073, 1.495], [-1.566, -1.440, -2.349], [-2.133, 1.238, -0.732], [-0.858, -1.617, 2.348], [0.668, -0.773, 2.406], [-0.372, 2.505, 2.230], [2.531, -1.852, -0.197], [0.865, 2.880, 0.936], [-2.358, -1.752, -0.944], [-0.825, -2.611, -1.237], [-2.140, 2.179, 0.627], [-1.129, 2.658, -0.734], [1.001, -1.512, -1.861], [2.598, -0.164, 0.387], [1.053, 1.530, 2.110], [0.309, -2.164, 1.269], [3.031, -0.387, -1.228]], "mulliken_charge": [-0.790, 0.452, 0.084, 0.826, -1.841, -0.925, -1.398, -0.390, 1.247, -1.958, -1.450, 0.407, 0.361, 0.306, 0.267, 0.357, 0.286, 0.360, 0.391, 0.392, 0.552, 0.366, 0.641, 0.326, 0.352, 0.354, 0.426], "lumo_ha": [0.0274, 0.0274], "energy_ev": -13576.45998, "charge": 0, "e_homo_ev": [-7.1, -7.1], "e_above_lowest_kcal_mol": 163.3}

(4)
{"formula": "C8H16N2O2", "method": "the ωB97M-V functional and the def2-TZVPD basis", "symbols": ["O", "O", "N", "N", "C", "C", "C", "C", "C", "C", "C", "C", "H", "H", "H", "H", "H", "H", "H", "H", "H", "H", "H", "H", "H", "H", "H", "H"], "xyz": [[2.286, 1.055, 0.917], [-2.046, -0.964, 0.785], [-0.752, -0.564, 0.419], [1.226, 0.517, 0.480], [0.909, 0.429, -0.797], [0.210, -0.046, 1.400], [-0.506, -0.070, -0.936], [-0.370, 1.008, 2.414], [-0.518, -1.249, -1.878], [0.791, -1.233, 2.173], [1.803, 0.814, -1.947], [-1.489, 1.058, -1.418], [-1.271, 1.426, -2.427], [1.501, -0.930, 2.960], [2.747, 1.201, -1.558], [-2.075, -1.924, 0.816], [1.958, -0.003, -2.637], [-1.486, -1.727, -1.917], [-0.285, -1.001, -2.925], [0.212, -1.987, -1.471], [0.003, -1.796, 2.653], [-0.801, 1.867, 1.893], [-1.114, 0.507, 2.995], [1.285, 1.623, -2.489], [-1.421, 1.879, -0.696], [-2.472, 0.628, -1.442], [0.383, 1.422, 3.101], [1.292, -1.938, 1.531]], "mulliken_charge": [-0.809, -0.491, 0.574, 0.922, 0.121, 0.379, 1.457, -1.516, -1.807, -1.596, -1.497, -1.611, 0.399, 0.356, 0.371, 0.363, 0.346, 0.379, 0.389, 0.389, 0.350, 0.353, 0.367, 0.333, 0.354, 0.369, 0.353, 0.401], "lumo_ha": 0.0222, "energy_ev": -15627.31892, "charge": 0, "e_homo_ev": -8.2, "smiles": "CC1=[N+]([O-])C(C)(C)N(O)C1(C)C", "e_above_lowest_kcal_mol": 27.8}

(5)
{"formula": "C8H16N2O3", "method": "the ωB97M-V functional and the def2-TZVPD basis", "symbols": ["O", "O", "O", "N", "N", "C", "C", "C", "C", "C", "C", "C", "C", "H", "H", "H", "H", "H", "H", "H", "H", "H", "H", "H", "H", "H", "H", "H", "H"], "xyz": [[-1.213, 0.132, -1.600], [3.066, -1.710, -0.862], [1.945, -2.278, 0.974], [-2.739, 0.172, 1.247], [-0.146, -0.697, 0.192], [-1.269, -0.431, -0.531], [1.161, -0.381, -0.268], [3.082, 1.302, -0.191], [2.095, -1.534, -0.013], [1.710, 0.901, 0.376], [-3.733, -0.707, -0.788], [0.764, 2.067, 0.153], [-2.548, -0.823, 0.180], [-2.044, 0.030, 1.994], [1.116, -0.176, -1.350], [-3.583, -0.029, 1.765], [-0.243, 1.858, 0.567], [1.197, 2.990, 0.612], [3.561, -2.495, -0.578], [3.848, 0.577, 0.005], [-0.235, -1.381, 0.971], [-3.646, -1.443, -1.588], [0.535, 2.226, -0.908], [-4.652, -1.008, -0.260], [-3.802, 0.322, -1.134], [3.035, 1.456, -1.294], [1.829, 0.660, 1.430], [-2.477, -1.849, 0.586], [3.387, 2.252, 0.314]], "mulliken_charge": [-0.652, -0.400, -0.647, -0.685, -0.082, 0.344, -0.026, -1.431, 0.175, 0.344, -1.446, -1.345, 0.352, 0.253, 0.512, 0.283, 0.272, 0.416, 0.367, 0.423, 0.361, 0.345, 0.334, 0.406, 0.331, 0.307, 0.261, 0.237, 0.393], "lumo_ha": 0.0224, "energy_ev": -17679.25518, "charge": 0, "e_homo_ev": -9.6, "smiles": "CC(C)[C@H](NC(=O)[C@H](C)N)C(=O)O", "e_above_lowest_kcal_mol": 11.4}

(6)
{"formula": "C8H16N2O3", "method": "the ωB97M-V functional and the def2-TZVPD basis", "symbols": ["O", "O", "O", "N", "N", "C", "C", "C", "C", "C", "C", "C", "C", "H", "H", "H", "H", "H", "H", "H", "H", "H", "H", "H", "H", "H", "H", "H", "H"], "xyz": [[-0.796, -1.021, 2.649], [2.432, -0.757, 0.360], [-2.862, -0.593, 1.764], [0.827, 1.538, 1.106], [0.395, -1.697, 0.371], [0.434, 0.765, -0.010], [-1.710, -1.060, 1.694], [1.659, 2.603, -1.023], [-1.093, -1.762, 0.500], [0.839, 1.372, -1.416], [-0.471, 1.766, -2.143], [-1.559, -3.245, 0.501], [1.234, -0.582, 0.168], [-1.428, -1.152, -0.366], [-1.013, 0.827, -2.228], [2.804, 2.405, -1.074], [0.700, -2.596, 0.001], [1.553, 3.469, -1.633], [0.130, -0.966, 2.260], [-1.096, 2.429, -1.498], [-1.201, -3.807, -0.342], [-0.491, 2.040, -3.255], [1.532, 0.559, -1.801], [0.407, 1.166, 2.014], [1.811, 1.547, 1.346], [-0.681, 0.719, 0.047], [1.467, 2.838, -0.033], [-1.206, -3.534, 1.507], [-2.615, -3.273, 0.533]], "mulliken_charge": [-0.519, -0.631, -0.607, -0.732, -0.275, 0.163, 0.536, -1.566, 0.573, 0.747, -1.484, -1.520, -0.117, 0.059, 0.362, 0.246, 0.254, 0.426, 0.398, 0.349, 0.487, 0.344, 0.303, 0.298, 0.254, 0.380, 0.524, 0.363, 0.386], "lumo_ha": 0.0190, "energy_ev": -17676.59793, "charge": 0, "e_homo_ev": -9.4, "smiles": "CC(C)[C@H](N)C(=O)N[C@@H](C)C(=O)O", "e_above_lowest_kcal_mol": 72.7}